The molecule C6H7N. Source: the Open Molecules 2025 dataset; level of theory: ωB97M-V with the def2-TZVPD basis set.

Last column: Mulliken charge in e.
Positions of all 14 atoms, in Å:
N: 1.2437 -1.8900 2.3380  -0.489
C: 1.0812 0.3048 -0.9818  -0.713
C: -1.2854 0.5721 -1.3496  -1.167
C: 0.7878 -0.7817 1.5341  0.021
C: -0.1310 0.8944 -0.4103  0.104
C: 0.5011 -0.2765 0.2598  0.264
C: 0.1999 -1.2900 2.7869  -0.142
H: -0.0226 1.8245 0.0907  0.392
H: 0.8890 -0.3097 -1.8955  0.190
H: -0.5648 -1.3623 3.4761  0.348
H: -2.3149 0.6740 -0.9005  0.299
H: -1.2462 1.2274 -2.2610  0.293
H: 1.9895 0.8409 -1.0424  0.297
H: -1.1273 -0.4277 -1.6446  0.302

The charge is 0. The gap between HOMO and LUMO comes out at 9.4 eV. For the LUMO energy, the calculation gives 0.87 eV. The SMILES is C[C@@H]1C/C1=C1C=N/1. The calculation puts the energy above the lowest of the compared OMol25 structures with the same formula, charge and spin at 5.4326 eV. As for the spin multiplicity: 1.

The molecule C6H7N. Source: the Open Molecules 2025 dataset; level of theory: ωB97M-V with the def2-TZVPD basis set.

Last column: Mulliken charge in e.
Positions of all 14 atoms, in Å:
N: 1.7463 2.6804 0.3812  -0.414
C: 0.8887 2.0109 -0.0124  0.158
C: -1.5435 -0.8972 0.2398  -0.278
C: 0.9780 -1.0813 -0.0119  -1.310
C: -0.2005 -0.1825 0.3737  0.170
C: -0.1988 1.1278 -0.4479  -0.461
C: -2.0099 -1.3346 -0.8933  -0.344
H: -0.0796 0.9105 -1.5174  0.336
H: -2.1571 -1.0584 1.1307  0.351
H: 1.9257 -0.6014 0.2542  0.386
H: -1.1472 1.6625 -0.3360  0.350
H: 0.9826 -1.2820 -1.0895  0.355
H: 0.9169 -2.0448 0.5008  0.356
H: -0.1016 0.0901 1.4279  0.344

The charge is 0. The gap between HOMO and LUMO comes out at 9.9 eV. For the LUMO energy, the calculation gives -0.82 eV. The calculation puts the energy above the lowest of the compared OMol25 structures with the same formula, charge and spin at 4.2427 eV. As for the spin multiplicity: 1.

A 2-piece molecular cluster, C6H7N overall. Source: the Open Molecules 2025 dataset; level of theory: ωB97M-V with the def2-TZVPD basis set.

Last column: Mulliken charge in e.
Positions of all 14 atoms, in Å:
N: -1.2899 -1.7438 0.2077  -0.616
C: 2.1715 -0.1860 0.8349  -0.443
C: -1.8097 -0.7634 -0.1675  0.509
C: 1.5490 -0.7935 -0.3260  -0.113
C: 1.3973 0.6599 -0.1220  -0.614
C: -2.9418 0.2328 -0.2808  -0.283
C: -1.8446 0.5164 -0.9286  -0.368
H: 2.0179 1.4568 -0.6413  0.241
H: -3.8547 0.4588 0.3662  0.328
H: 0.5830 -1.4568 -0.0820  0.236
H: -1.5058 1.0478 -1.7781  0.377
H: 0.4864 0.8821 0.2505  0.277
H: 1.8277 -0.2813 1.8810  0.220
H: 3.2136 -0.0298 0.7861  0.247

The charge is 0. The gap between HOMO and LUMO (spin up / spin down) comes out at 8.0 / 8.5 eV. For the LUMO energy (spin up / spin down), the calculation gives -0.49 / 0.16 eV. The calculation puts the energy above the lowest of the compared OMol25 structures with the same formula, charge and spin at 9.0115 eV. As for the spin multiplicity: 1.